[1]
ORCA calculation (the ωB97M-V functional and the def2-TZVPD basis) on a cluster of 2 separate species, C3H9NS in total.

Structure (XYZ):
```
14
Properties=species:S:1:pos:R:3:forces:R:3
C -1.164 -0.756 -0.967 0.49 0.20 -0.71
C -0.355 0.124 0.002 -1.34 -0.18 -0.27
C 0.419 -0.748 1.040 1.12 0.21 -0.09
S 1.573 3.034 1.458 0.08 0.18 0.12
N 0.538 0.948 -0.720 1.51 0.29 0.72
H -1.782 -1.445 -0.410 -0.26 0.03 0.14
H -1.749 -0.135 -1.652 -0.11 -0.17 0.33
H -0.494 -1.352 -1.595 0.05 -0.03 0.15
H -1.041 0.790 0.533 0.19 -0.02 -0.01
H 0.283 -1.808 0.862 -0.31 -0.08 -0.11
H 0.121 -0.470 2.042 -0.17 0.00 0.12
H 1.500 -0.575 0.971 -0.14 0.01 0.09
H 0.857 1.850 -0.288 -0.60 -0.12 -0.18
H 1.296 0.543 -1.276 -0.50 -0.30 -0.32
```
Positions in Å, forces in eV/Å.

For the energy above the lowest of the compared OMol25 structures with the same formula, charge and spin, the calculation gives 243.56 kJ/mol. Its HOMO-LUMO gap (spin up / spin down) is 0.2638 / 0.2765 hartree. The net charge is +1. As for the strongest force on any atom: 1.7 eV/A. As for the spin multiplicity: 2. The value obtained for the LUMO energy (spin up / spin down) is -8.00 / -6.83 eV.

[2]
ORCA calculation (the ωB97M-V functional and the def2-TZVPD basis) on the ion C3H9NS2 with charge -1.

Structure (XYZ):
```
15
Properties=species:S:1:pos:R:3:forces:R:3
N -0.104 -1.033 -2.357 -1.59 -1.28 2.02
C 0.289 0.059 -1.542 1.67 1.72 0.27
C -0.895 0.662 -0.773 -2.35 -0.86 -3.22
S -1.058 1.279 0.873 -1.99 1.32 -0.11
S 0.881 0.997 1.683 2.43 -0.43 1.96
C 0.643 -0.208 3.116 -1.16 -0.28 -1.98
H 0.402 -1.382 -3.104 1.87 -0.15 -1.28
H -0.952 -0.731 -2.704 -2.44 0.09 -1.27
H 0.771 0.780 -2.199 0.17 0.80 0.31
H 1.002 -0.229 -0.831 1.27 -0.59 1.06
H -1.547 -0.219 -0.708 -0.20 0.04 -0.38
H -1.428 1.352 -1.570 0.80 -0.86 1.73
H 0.883 0.201 4.052 -0.26 1.19 1.29
H 1.508 -0.805 2.935 0.03 -1.41 -0.13
H -0.395 -0.724 3.129 1.76 0.70 -0.28
```
Positions in Å, forces in eV/Å.

For the energy above the lowest of the compared OMol25 structures with the same formula, charge and spin, the calculation gives 237.76 kJ/mol. Its HOMO-LUMO gap (spin up / spin down) is 0.1216 / 0.2641 hartree. The net charge is -1. As for the strongest force on any atom: 4.1 eV/A. As for the spin multiplicity: 2. The value obtained for the LUMO energy (spin up / spin down) is 3.82 / 3.84 eV.

[3]
ORCA calculation (the ωB97M-V functional and the def2-TZVPD basis) on the molecule C3H9NS2.

Structure (XYZ):
```
15
Properties=species:S:1:pos:R:3:forces:R:3
N -2.507 1.290 0.036 2.36 1.89 0.13
C -2.065 0.056 -0.537 1.39 -1.24 -1.07
C -1.342 -0.839 0.476 -0.39 -0.62 1.37
S 0.397 -0.281 1.178 -1.77 0.07 -1.63
S 1.118 0.384 -0.646 1.38 -0.75 -0.61
C 2.769 -0.647 -0.806 -1.95 -1.44 1.49
H -1.598 1.803 0.313 -1.93 -0.69 -0.28
H -2.818 1.789 -0.794 -0.30 0.60 0.40
H -2.985 -0.378 -0.963 0.49 -0.72 0.42
H -1.342 0.123 -1.426 -0.94 0.27 0.96
H -1.975 -0.965 1.396 0.65 0.26 -0.67
H -1.193 -1.840 0.071 0.16 0.12 -0.11
H 2.530 -1.690 -0.409 0.10 1.37 -0.51
H 3.296 -0.824 -1.768 -0.60 1.09 0.56
H 3.219 -0.110 0.014 1.36 -0.22 -0.44
```
Positions in Å, forces in eV/Å.

For the energy above the lowest of the compared OMol25 structures with the same formula, charge and spin, the calculation gives 124.71 kJ/mol. As for the structure (SMILES): CSSCCN. Its HOMO-LUMO gap is 0.3331 hartree. The net charge is 0. As for the strongest force on any atom: 3.0 eV/A. The value obtained for the LUMO energy is 0.59 eV.